(1)
{"formula": "C2H3NO4S", "method": "ωB97M-V/def2-TZVPD", "mol_weight_g_mol": 137.12, "gap_ev": 8.84, "relative_energy_ev": 3.0612, "spin_multiplicity": 1, "elements": ["S", "O", "O", "O", "O", "N", "C", "C", "H", "H", "H"], "positions_angstrom": [[0.85658, -0.18499, 0.14699], [-2.64542, 0.48557, 0.19101], [1.92566, 0.90300, -0.13756], [1.61154, -1.57659, -0.17346], [0.29342, 1.97801, -1.30225], [-1.28140, -1.00055, 1.41316], [1.07860, 0.90600, -1.32430], [-2.03371, -0.32029, 0.76651], [-1.53167, -1.72521, 2.04609], [1.43845, -1.93506, -1.14715], [0.28796, 2.47012, -0.47904]], "forces_ev_per_a": [[-0.5, -2.5, 1.8], [0.2, -0.4, -0.2], [1.6, 1.8, -0.5], [-0.7, -1.3, -2.6], [-0.6, 0.3, -0.7], [-0.2, -0.6, 0.1], [0.6, 0.4, -1.7], [-1.0, 1.0, 0.3], [-0.2, -0.4, 0.3], [0.5, 1.5, 2.7], [0.2, 0.3, 0.6]]}



(2)
{"formula": "C2H3NO6", "method": "ωB97M-V/def2-TZVPD", "mol_weight_g_mol": 137.05, "gap_ev": 10.42, "relative_energy_ev": 0.0337, "spin_multiplicity": 1, "elements": ["O", "O", "O", "O", "O", "O", "N", "C", "C", "H", "H", "H"], "positions_angstrom": [[-2.28973, 1.98741, -1.29888], [0.62182, -0.98306, -0.44713], [-1.26571, 0.42707, -2.35237], [-0.40570, 1.19306, -0.33430], [2.02275, -0.78104, 1.46968], [-0.78701, -0.54752, 1.23660], [-1.49457, 1.16528, -1.48712], [-0.03329, 0.06724, 0.31489], [1.37756, -0.20149, 0.35776], [2.04629, 0.48620, -0.16201], [1.37264, -1.47002, 1.91008], [-1.16503, -1.34313, 0.79279]], "forces_ev_per_a": [[-1.1, 1.0, 0.2], [-0.8, -0.6, -1.7], [0.3, -1.2, -1.0], [-0.9, 0.5, -0.3], [-2.3, -1.4, 0.2], [-2.0, -0.4, 0.5], [1.3, -0.1, 1.7], [0.5, -1.0, -1.2], [2.9, 0.6, 2.0], [0.1, -0.1, 0.3], [1.7, 2.2, -1.4], [0.2, 0.8, 0.6]]}



(3)
{"formula": "C2H3NO6", "method": "ωB97M-V/def2-TZVPD", "mol_weight_g_mol": 137.05, "gap_ev": 9.23, "relative_energy_ev": 1.3070, "spin_multiplicity": 1, "elements": ["O", "O", "O", "O", "O", "O", "N", "C", "C", "H", "H", "H"], "positions_angstrom": [[-0.06959, -1.31328, -0.11067], [-2.38568, -0.18432, 1.12099], [1.02263, 0.39226, -1.48378], [-2.92708, -0.23776, -0.91318], [0.10283, 0.30513, 1.61583], [-4.43673, -0.43738, 0.54639], [-3.30630, -0.28394, 0.21178], [-0.37437, -0.15053, 0.47371], [-0.09202, -0.03924, -0.96066], [-1.03297, -0.22225, -1.68552], [0.47067, -0.28690, 2.27608], [1.58729, 0.88949, -0.83295]], "forces_ev_per_a": [[-0.1, 1.4, 1.4], [2.2, 0.2, 0.7], [1.7, 1.2, 0.5], [0.5, 0.2, -3.5], [-0.5, 1.2, -1.5], [-1.5, -0.1, 0.9], [0.7, -0.3, 1.2], [-0.4, -2.1, 0.8], [-4.2, -1.0, -1.2], [2.5, 1.0, 1.8], [-0.3, -0.9, -0.2], [-0.7, -0.8, -0.8]]}



(4)
{"formula": "C2H3NOS", "method": "ωB97M-V/def2-TZVPD", "mol_weight_g_mol": 89.12, "gap_ev": [8.45, 6.30], "relative_energy_ev": 4.6136, "spin_multiplicity": 1, "elements": ["S", "O", "N", "C", "C", "H", "H", "H"], "positions_angstrom": [[0.03212, 1.26163, 0.62890], [-0.18943, 2.41124, -0.22977], [2.82608, -1.63267, -0.14702], [2.03222, -0.81827, -0.10368], [-1.01729, -0.11047, 0.04877], [-1.91040, 0.34252, 0.12168], [-0.89276, -0.50577, -0.99425], [-0.88055, -0.94821, 0.67535]], "forces_ev_per_a": [[1.2, -2.0, -0.8], [0.0, -0.2, -0.1], [1.7, -1.8, -0.2], [-2.5, 3.0, 0.6], [2.9, -0.4, -1.8], [-3.7, 1.1, 0.3], [0.4, 0.9, 0.8], [0.1, -0.7, 1.1]]}



(5)
{"formula": "C2H3NOS", "method": "ωB97M-V/def2-TZVPD", "mol_weight_g_mol": 89.12, "gap_ev": [7.59, 7.59], "relative_energy_ev": 4.4116, "spin_multiplicity": 1, "elements": ["S", "O", "N", "C", "C", "H", "H", "H"], "positions_angstrom": [[3.56334, 0.62239, -0.05958], [2.19670, -1.61540, 0.11142], [2.19313, -0.22559, -0.10576], [-0.21712, -0.44762, 0.02536], [0.87811, 0.31736, -0.04449], [0.63792, 1.35673, -0.39144], [-0.17675, -1.57873, -0.03218], [-1.01793, 0.10979, 0.35480]], "forces_ev_per_a": [[-0.9, -0.1, -0.4], [0.1, 5.5, -1.2], [0.5, -5.6, 1.7], [2.6, -2.3, 0.3], [-1.2, 0.7, -1.8], [1.3, -0.6, 1.2], [-0.2, 1.7, 0.4], [-2.4, 0.7, -0.1]]}



(6)
{"formula": "C2H3NOS", "method": "ωB97M-V/def2-TZVPD", "mol_weight_g_mol": 89.12, "gap_ev": 8.98, "relative_energy_ev": 3.0282, "spin_multiplicity": 1, "elements": ["S", "O", "N", "C", "C", "H", "H", "H"], "positions_angstrom": [[-0.57671, -1.20296, -0.18856], [-1.58252, -3.54112, -0.19539], [0.54550, 0.30358, 0.02526], [0.05764, 1.42259, -0.22528], [-0.51255, -3.12751, -0.00251], [0.69758, 2.30422, -0.43242], [0.48260, -3.71216, 0.16602], [-0.98028, 1.58469, -0.29483]], "forces_ev_per_a": [[-1.2, 1.8, 0.0], [-0.8, -0.5, -0.1], [1.9, -2.9, -0.2], [-0.1, 0.2, -0.2], [3.4, 0.7, 0.5], [0.0, -0.6, 0.7], [-1.6, 1.0, -0.2], [-1.6, 0.3, -0.4]]}



(7)
{"formula": "C2H3NOS", "method": "ωB97M-V/def2-TZVPD", "mol_weight_g_mol": 89.12, "gap_ev": [8.58, 8.58], "relative_energy_ev": 2.5937, "spin_multiplicity": 1, "elements": ["S", "O", "N", "C", "C", "H", "H", "H"], "positions_angstrom": [[2.05348, -0.29619, 0.12804], [2.03720, 1.11895, -0.06048], [-0.61100, -0.36267, -0.41410], [-1.34994, 0.58289, -0.00605], [0.53651, -0.90140, 0.09152], [-1.19753, 0.92799, 0.92021], [-2.01579, 0.84472, -0.74965], [0.54706, -1.91429, 0.09052]], "forces_ev_per_a": [[-1.1, -2.4, 0.5], [0.5, 3.2, -0.4], [0.5, 0.2, -0.4], [2.0, -3.0, -2.4], [0.1, 2.1, -0.4], [0.0, 2.0, 3.4], [-1.9, 1.2, -0.7], [0.0, -3.2, 0.4]]}



(8)
{"formula": "C2H3NOS", "method": "ωB97M-V/def2-TZVPD", "mol_weight_g_mol": 89.12, "gap_ev": 8.83, "relative_energy_ev": 0.3829, "spin_multiplicity": 1, "elements": ["S", "O", "N", "C", "C", "H", "H", "H"], "positions_angstrom": [[-1.78637, -0.42570, -0.04397], [2.50833, -0.38084, -0.02002], [0.58804, 0.74815, -0.06282], [1.32750, -0.38652, 0.03250], [-0.75346, 0.79043, 0.13260], [0.79904, -1.20532, 0.40567], [-1.00863, 1.81858, 0.21717], [1.16439, 1.58412, -0.30994]], "forces_ev_per_a": [[-0.5, -0.3, 0.4], [2.3, 0.0, -0.8], [1.0, 1.2, -0.7], [0.0, 0.4, 1.1], [0.4, 0.4, -1.2], [-1.3, -1.7, 0.2], [-0.9, 0.8, 0.4], [-1.0, -0.8, 0.6]]}



| no. | F_max (hartree/bohr) |
| --- | --- |
| 1 | 0.060 |
| 2 | 0.069 |
| 3 | 0.087 |
| 4 | 0.077 |
| 5 | 0.114 |
| 6 | 0.068 |
| 7 | 0.084 |
| 8 | 0.048 |